An isolated ion of composition C6H12N3O2 and charge +1. Source: OMol25; level of theory: ωB97M-V/def2-TZVPD.

Last column: natural (NBO) charge in e.
Positions of all 23 atoms, in Å:
H: -0.4151 2.8564 -1.6355  0.438
C: 2.4573 0.9504 0.0131  -0.472
H: -1.6453 -2.8004 0.8881  0.197
N: 1.0601 0.5003 -0.0114  -0.354
N: 0.1659 2.5405 -0.9384  -0.678
H: -0.6699 -2.3124 2.3870  0.236
C: 0.0215 1.1783 -0.5392  0.172
H: -1.9654 -2.3735 -1.2362  0.490
C: -1.4541 0.6908 -0.4839  -0.114
H: -2.2756 1.1790 -1.0275  0.217
N: -0.5292 -1.1952 0.7072  -0.444
O: 1.6200 -1.0674 1.4675  -0.589
H: 1.1486 2.8198 -1.2838  0.454
H: 2.8612 0.7819 -0.9851  0.225
H: 2.8116 0.1610 0.8007  0.320
H: 0.1045 -3.0354 0.8271  0.223
C: -1.6206 -0.7712 -0.2230  0.177
C: 0.7218 -0.6798 0.7426  0.785
H: 0.0299 3.2386 -0.1345  0.404
H: 2.5239 2.0406 0.3401  0.199
O: -1.6572 -1.4838 -1.4009  -0.682
H: -2.5405 -0.7694 0.4648  0.203
C: -0.7533 -2.4491 1.2614  -0.405

Properties
Net charge ... +1
HOMO (spin up / spin down) ... -10.256 / -13.219 eV
Calculated total energy ... -550.15180 hartree
ΔE to the lowest compared entry with this formula, charge and spin ... 28.3 kJ/mol
Multiplicity ... 3